Record 1
Computed, not measured: a single C4H7NO molecule in a non-equilibrium geometry, with ωB97M-V/def2-TZVPD.

Its energy is -7798.199 eV. The energy above the lowest of the compared OMol25 structures with the same formula, charge and spin is 33.3 kcal per mole. The LUMO energy comes out at 0.996 eV. Its structure (SMILES) is [H]/N=C1/CCCO1. The charge is 0. Its spin multiplicity is 1.

Cartesian coordinates (Å):
H  -2.57  -0.53  -0.87
N  -2.06  0.34  -1.06
C  -0.88  0.08  -0.69
C  0.32  1.00  -0.58
C  1.21  0.11  0.32
C  0.15  -0.87  0.99
O  -0.56  -1.17  -0.21
H  0.72  1.24  -1.58
H  0.08  1.97  -0.12
H  1.88  0.63  1.00
H  1.82  -0.50  -0.37
H  -0.64  -0.52  1.70
H  0.51  -1.79  1.46

***

Record 2
Computed, not measured: a single C4H7NO molecule in a non-equilibrium geometry, with ωB97M-V/def2-TZVPD.

Its energy is -7796.702 eV. The energy above the lowest of the compared OMol25 structures with the same formula, charge and spin is 67.9 kcal per mole. The LUMO energy comes out at 0.697 eV. Its structure (SMILES) is C#C[C@@H](N)CO. The charge is 0. Its spin multiplicity is 1.

Cartesian coordinates (Å):
C  -2.48  0.47  -0.90
C  -1.48  -0.09  -0.45
C  -0.25  -0.52  0.19
N  0.56  -1.42  -0.66
C  0.52  0.76  0.63
O  1.68  0.43  1.35
H  -3.40  0.95  -1.23
H  -0.50  -1.07  1.09
H  1.46  -1.63  -0.20
H  0.79  -0.98  -1.53
H  0.73  1.31  -0.29
H  -0.10  1.43  1.26
H  2.47  0.36  0.74

***

E_HOMO in hartree, matching the order above: -0.370 -0.349